A structure of composition C18H10Cl2CrN4O6S, computed with ωB97M-V/def2-TZVPD.

Expectation value of S²: 6.063
Kohn-Sham gap (spin up / spin down) in eV: 3.2 / 6.5
Multiplicity: 5
Relative energy (zero: lowest compared OMol25 entry of this formula, charge and spin) in eV: 1.0477
HOMO level (spin up / spin down) in Ha: 0.04632 / -0.07381
LUMO (spin up / spin down) in eV: 4.47 / 4.47
Total charge: -2

Geometry (Å):
Cr -0.114 0.554 -0.321
Cl -0.380 -5.690 2.727
C 0.201 -4.149 2.137
C -0.683 -3.330 1.442
C -0.260 -2.098 0.957
N -1.015 -1.221 0.178
C -1.811 -1.777 -0.789
O -2.576 -2.739 -0.663
C -1.547 -1.172 -2.112
C -2.311 -1.464 -3.239
C -1.900 -1.006 -4.470
C -0.730 -0.233 -4.546
C -0.054 0.066 -3.385
N -0.417 -0.415 -2.188
C 1.078 -1.676 1.192
C 1.946 -2.513 1.885
C 1.504 -3.744 2.356
Cl 2.635 -4.760 3.222
N 1.366 -0.389 0.740
C 2.105 0.410 1.575
O 3.138 0.103 2.179
C 1.429 1.703 1.814
C 2.023 2.741 2.527
C 1.271 3.842 2.867
C -0.071 3.896 2.456
C -0.578 2.861 1.705
N 0.129 1.761 1.412
H -1.699 -3.648 1.270
H -3.200 -2.067 -3.106
H -2.473 -1.228 -5.362
H -0.373 0.162 -5.487
H 0.805 0.722 -3.381
H 2.962 -2.196 2.059
H 3.062 2.632 2.810
H 1.709 4.659 3.429
H -0.699 4.746 2.684
H -1.578 2.892 1.295
O -1.557 1.827 -0.960
S -0.593 2.823 -1.614
O -0.805 2.888 -3.047
O 0.729 2.114 -1.297
O -0.664 4.111 -0.952

So, what does the Löwdin scheme give us? The charges, in e, come out as: Cr 0.8523; Cl 0.5802; C -0.6980; C -0.0520; C -0.1991; N 0.0075; C -0.4608; O 0.0116; C -0.1872; C -0.0232; C -0.0919; C -0.0761; C -0.1355; N 0.0289; C -0.1994; C -0.0521; C -0.6975; Cl 0.5799; N 0.0070; C -0.4607; O 0.0109; C -0.1879; C -0.0236; C -0.0931; C -0.0769; C -0.1362; N 0.0289; H 0.0935; H 0.1064; H 0.0859; H 0.0911; H 0.1089; H 0.0936; H 0.1061; H 0.0856; H 0.0906; H 0.1084; O -0.4268; S 0.3120; O -0.3426; O -0.4268; O -0.3420

***

A structure of composition C18H10F6N3O8PdS5Se, computed with ωB97M-V/def2-TZVPD.

Kohn-Sham gap in eV: 7.2
Relative energy (zero: lowest compared OMol25 entry of this formula, charge and spin) in eV: 0.8853
HOMO level in Ha: -0.22402
LUMO in eV: 1.10
Total charge: -1

Geometry (Å):
Pd 0.265 -1.054 -0.170
F 2.660 -1.473 2.240
C 3.130 -0.246 2.445
F 4.451 -0.342 2.588
F 2.622 0.234 3.572
S 2.764 0.851 0.967
O 2.211 -0.051 -0.041
O 4.037 1.400 0.620
N 1.781 1.871 1.582
S 0.577 2.615 0.891
O -0.205 1.804 -0.003
O 0.935 3.939 0.478
C -0.490 2.897 2.384
F -1.282 3.953 2.146
F -1.268 1.850 2.635
F 0.236 3.162 3.474
Se -1.608 -1.765 -1.540
O -0.018 -2.926 1.651
C -0.197 -1.892 2.305
O -0.238 -0.715 1.795
C -0.373 -1.945 3.791
C -0.251 -3.167 4.436
C -0.384 -3.276 5.822
C -0.637 -2.113 6.505
O -0.828 -1.946 7.855
C -0.885 -0.535 8.057
O -1.037 0.087 6.789
C -0.758 -0.893 5.863
C -0.632 -0.767 4.506
H -0.038 -4.039 3.832
H -0.288 -4.223 6.335
H 0.049 -0.199 8.521
H -1.743 -0.296 8.683
H -0.717 0.181 3.994
S 3.186 -6.137 0.912
C 2.142 -5.247 0.001
S 2.596 -3.765 -0.806
C 0.960 -3.588 -1.356
N 0.159 -4.506 -0.992
N 0.811 -5.435 -0.227
C -0.025 -6.394 0.427
C -1.185 -5.924 1.026
C -2.026 -6.825 1.659
C -1.706 -8.176 1.694
C -0.541 -8.628 1.090
C 0.309 -7.738 0.450
S 0.445 -2.098 -2.202
H -1.396 -4.863 1.005
H -2.928 -6.466 2.137
H -2.363 -8.876 2.195
H -0.290 -9.681 1.114
H 1.218 -8.078 -0.021

So, what does the Löwdin scheme give us? The charges, in e, come out as: Pd 0.5119; F 0.1344; C -0.6562; F 0.1318; F 0.1445; S 0.6122; O -0.4064; O -0.2670; N -0.2980; S 0.5916; O -0.3161; O -0.2785; C -0.6621; F 0.1210; F 0.1273; F 0.1292; Se 0.3128; O -0.0264; C -0.6139; O -0.1488; C -0.1226; C -0.0108; C 0.0141; C -0.2180; O 0.0211; C -0.1482; O 0.0285; C -0.1927; C 0.0851; H 0.1146; H 0.1151; H 0.1343; H 0.1320; H 0.1127; S 0.5872; C -1.0919; S 1.0080; C -0.9963; N 0.0366; N -0.1330; C -0.2113; C -0.0037; C -0.0735; C -0.0975; C -0.0861; C -0.0444; S 0.4017; H 0.1033; H 0.1032; H 0.0970; H 0.0999; H 0.0924

***

A structure of composition C18H11Cl2N3O5ReS2, computed with ωB97M-V/def2-TZVPD.

Expectation value of S²: 3.766
Kohn-Sham gap (spin up / spin down) in eV: 6.6 / 6.0
Multiplicity: 4
Relative energy (zero: lowest compared OMol25 entry of this formula, charge and spin) in eV: 0.0000
HOMO level (spin up / spin down) in Ha: -0.52192 / -0.52791
LUMO (spin up / spin down) in eV: -7.64 / -8.32
Total charge: +2

Geometry (Å):
Re 0.062 0.945 0.910
Cl -3.621 0.338 -5.412
C -2.556 0.332 -4.065
C -1.365 -0.405 -4.138
C -0.477 -0.440 -3.083
Cl 0.974 -1.350 -3.197
C -0.751 0.261 -1.902
O 0.121 0.198 -0.907
C -1.954 1.007 -1.835
C -2.310 1.752 -0.698
O -1.653 1.857 0.382
C -2.853 1.032 -2.929
H -1.136 -0.959 -5.039
H -3.248 2.307 -0.713
H -3.770 1.602 -2.858
O -2.456 -1.408 0.621
C -1.461 -1.667 1.225
N -0.714 -0.650 1.928
S 0.741 -1.227 2.422
O 1.589 -0.295 1.533
O 1.096 -1.150 3.789
C 0.548 -2.848 1.839
C 1.406 -3.919 1.995
C 0.944 -5.148 1.539
C -0.324 -5.278 0.977
C -1.177 -4.187 0.846
C -0.726 -2.958 1.289
H 2.380 -3.813 2.452
H 1.578 -6.019 1.632
H -0.654 -6.252 0.643
H -2.167 -4.285 0.422
S 0.340 2.355 2.940
C 1.312 3.171 1.836
N 2.073 4.264 2.087
C 2.841 4.844 1.141
C 2.879 4.322 -0.124
C 2.103 3.192 -0.371
N 1.340 2.656 0.574
H 2.063 4.642 3.030
H 3.406 5.713 1.450
H 3.491 4.767 -0.893
H 2.088 2.701 -1.337

So, what does the Löwdin scheme give us? The charges, in e, come out as: Re 1.5590; Cl 0.7645; C -0.6426; C -0.0524; C -0.5730; Cl 0.7824; C -0.3171; O -0.2296; C -0.1246; C -0.0755; O -0.1588; C -0.0155; H 0.1278; H 0.1633; H 0.1335; O 0.1596; C -0.4380; N -0.2294; S 0.7349; O -0.4362; O -0.1968; C -0.2279; C 0.0045; C -0.0111; C -0.0028; C 0.0399; C -0.1258; H 0.1373; H 0.1287; H 0.1283; H 0.1402; S 0.8376; C -0.7305; N 0.1349; C 0.0332; C 0.0275; C -0.0019; N -0.0852; H 0.1861; H 0.1629; H 0.1381; H 0.1508

***

A structure of composition C18H11Cl6GaO4Si, computed with ωB97M-V/def2-TZVPD.

Kohn-Sham gap in eV: 9.4
Relative energy (zero: lowest compared OMol25 entry of this formula, charge and spin) in eV: 0.0000
HOMO level in Ha: -0.34741
LUMO in eV: -0.06

Geometry (Å):
Ga 0.815 -1.146 0.929
Cl -1.392 -1.017 3.083
C -0.145 0.162 3.332
C 0.889 0.177 2.411
C 1.881 1.128 2.576
Cl 3.144 1.194 1.395
C 1.870 2.029 3.638
Cl 3.115 3.195 3.822
C 0.819 1.978 4.558
Cl 0.777 3.080 5.871
C -0.207 1.042 4.406
Cl -1.508 0.990 5.523
C -4.680 0.196 -0.799
C -4.385 -0.973 -1.484
C -3.070 -1.399 -1.591
C -2.031 -0.667 -1.016
C -2.349 0.505 -0.328
C -3.660 0.937 -0.220
Si -0.264 -1.241 -1.192
C 0.803 -0.138 -2.265
C 1.263 1.099 -1.809
C 2.020 1.926 -2.622
C 2.331 1.525 -3.914
C 1.886 0.299 -4.385
C 1.129 -0.525 -3.566
H -5.707 0.528 -0.713
H -5.180 -1.553 -1.934
H -2.852 -2.317 -2.124
H -1.565 1.095 0.138
H -3.888 1.848 0.319
H -0.245 -2.623 -1.718
H 1.035 1.434 -0.800
H 2.373 2.877 -2.247
H 2.924 2.167 -4.552
H 2.133 -0.017 -5.390
H 0.796 -1.485 -3.943
O 2.691 -2.004 0.772
Cl 2.252 -3.340 1.319
O 1.181 -2.890 2.255
O 3.311 -3.968 1.986
O 1.690 -4.107 0.278

So, what does the Löwdin scheme give us? The charges, in e, come out as: Ga 0.5570; Cl 0.7398; C -0.6784; C -0.2854; C -0.6768; Cl 0.7356; C -0.6994; Cl 0.7012; C -0.6937; Cl 0.7037; C -0.6997; Cl 0.7041; C -0.0825; C -0.0830; C -0.1068; C -0.3388; C -0.1176; C -0.0805; Si 0.6895; C -0.3302; C -0.1263; C -0.0792; C -0.0812; C -0.0818; C -0.1022; H 0.1037; H 0.1038; H 0.0958; H 0.0968; H 0.1056; H 0.0007; H 0.0768; H 0.1064; H 0.1041; H 0.1042; H 0.0978; O -0.3689; Cl 0.7292; O -0.3496; O -0.2248; O -0.2690

***

A structure of composition C18H11F8LaN2O5S2Te, computed with ωB97M-V/def2-TZVPD.

Kohn-Sham gap in eV: 6.2
Relative energy (zero: lowest compared OMol25 entry of this formula, charge and spin) in eV: 0.0000
HOMO level in Ha: -0.07352
LUMO in eV: 4.18
Total charge: -2

Geometry (Å):
La 0.442 -0.323 0.454
O -3.243 -2.057 -0.762
C -2.167 -1.897 -0.212
O -1.750 -0.807 0.357
C -1.071 -3.025 -0.207
O -1.388 -4.197 -0.285
O 0.122 -2.533 -0.107
F 3.697 -3.508 5.786
C 2.871 -2.600 5.201
F 3.190 -1.424 5.759
F 1.643 -2.914 5.625
C 3.013 -2.605 3.708
C 3.889 -3.497 3.123
C 4.042 -3.538 1.743
C 3.296 -2.637 1.005
N 2.473 -1.761 1.563
C 2.260 -1.719 2.894
S 1.065 -0.589 3.441
H 4.451 -4.174 3.753
H 4.704 -4.241 1.259
H 3.344 -2.596 -0.077
C -1.360 -0.120 -2.937
C -1.966 1.136 -2.365
C -3.008 1.775 -3.084
C -3.524 2.906 -2.549
C -3.053 3.394 -1.302
C -3.599 4.577 -0.750
C -3.136 4.996 0.465
C -2.169 4.259 1.161
C -1.601 3.079 0.689
S -0.492 2.221 1.714
C -2.043 2.669 -0.628
N -1.503 1.553 -1.228
H -1.138 -0.030 -4.001
H -2.015 -0.971 -2.743
H -0.047 0.376 -1.633
H -3.349 1.369 -4.028
H -4.309 3.456 -3.058
H -4.369 5.113 -1.294
H -3.530 5.900 0.919
H -1.850 4.597 2.139
F 2.145 -1.373 -3.665
Te 2.082 0.381 -3.030
F 3.957 0.419 -3.421
F 2.406 -0.675 -1.369
F 1.377 1.435 -0.902
F 1.321 0.591 -4.858
O -0.110 -0.393 -2.265

So, what does the Löwdin scheme give us? The charges, in e, come out as: La 1.8060; O 0.0361; C -0.5830; O -0.2807; C -0.5841; O 0.0399; O -0.2503; F 0.0886; C -0.6170; F 0.1184; F 0.1248; C -0.1383; C -0.0297; C -0.0704; C -0.1365; N -0.0859; C -0.7324; S 0.5073; H 0.1094; H 0.0896; H 0.1059; C -0.1140; C -0.2469; C -0.0115; C -0.0253; C -0.1684; C -0.0881; C -0.1193; C -0.1570; C -0.6437; S 0.4509; C -0.1786; N 0.1309; H 0.1193; H 0.1294; H -0.0490; H 0.1107; H 0.1070; H 0.0906; H 0.0895; H 0.0800; F -0.4324; Te 2.0720; F -0.5162; F -0.5537; F -0.7154; F -0.5758; O -0.3028